Entry 1:
Below is C31H28N5O7S2Se2W as an isolated structure, with properties calculated with ωB97M-V/def2-TZVPD.

- HOMO energy (Ha) = -0.6230
- charge = +3
- calculated total energy (a.u.) = -7663.81895
- HOMO-LUMO gap (eV) = 6.12
- molecular weight (g/mol) = 988.49

Cartesian coordinates (Å):
W -1.0132 -0.4723 -1.2073
Se -2.7542 -2.1903 -2.4414
Se -3.4725 -3.2428 -0.4849
C -4.0376 -1.4913 0.0590
C -5.2353 -1.4104 0.7451
C -5.7891 -0.1654 0.9999
C -5.1397 0.9514 0.5011
C -3.9324 0.7867 -0.1471
N -3.3397 -0.4067 -0.3421
C -1.1369 -3.1156 -2.7811
C -1.0041 -4.2575 -3.5338
C 0.2730 -4.7914 -3.6670
C 1.3199 -4.1521 -3.0266
C 1.0872 -2.9953 -2.3004
N -0.1339 -2.4500 -2.1809
H -5.7638 -2.3121 1.0244
H -6.7294 -0.0863 1.5291
H -5.5518 1.9456 0.6013
H -3.4120 1.6526 -0.5277
H -1.8671 -4.7121 -4.0017
H 0.4396 -5.6840 -4.2552
H 2.3295 -4.5338 -3.0851
H 1.9068 -2.5079 -1.8091
C -2.3047 0.0930 5.4691
C -1.9821 0.6593 4.1250
C -2.8387 1.5753 3.5113
C -2.5240 2.1457 2.2933
C -1.3322 1.7833 1.6645
C -0.4423 0.8944 2.2700
C -0.7826 0.3286 3.4834
S -0.9124 2.5764 0.1817
O 0.5239 2.6640 0.0540
O -1.7425 3.6963 -0.0785
N -1.3222 1.4509 -1.1135
C -1.3352 2.2008 -2.3923
C -0.8369 1.2541 -3.4628
O -0.2495 1.4662 -4.4548
O -1.1751 -0.0537 -3.0588
H -3.3766 0.0856 5.6554
H -1.8382 0.7087 6.2420
H -1.9190 -0.9194 5.5798
H -3.7523 1.8657 4.0143
H -3.1698 2.8913 1.8490
H 0.5147 0.6714 1.8179
H -0.0921 -0.3535 3.9632
H -0.7157 3.0970 -2.3562
H -2.3574 2.5073 -2.6353
N 0.8443 0.0822 -0.8706
S 2.4597 -0.4491 -0.7267
C 3.3502 0.7037 -1.7551
C 4.6805 0.9501 -1.4182
C 5.4441 1.7241 -2.2772
C 4.8885 2.2346 -3.4438
C 3.5663 1.9643 -3.7673
C 2.7889 1.1805 -2.9278
C 2.9905 -0.0087 0.8992
C 3.4680 -1.0454 1.6972
C 3.9634 -0.7421 2.9567
C 3.9636 0.5733 3.3995
C 3.4870 1.6021 2.5899
C 3.0075 1.3217 1.3243
H 0.8877 1.0900 -0.6331
H 5.1212 0.5633 -0.5101
H 6.4760 1.9312 -2.0299
H 5.4917 2.8394 -4.1070
H 3.1364 2.3521 -4.6807
H 1.7733 0.9467 -3.2092
H 3.4716 -2.0661 1.3400
H 4.3582 -1.5290 3.5842
H 4.3555 0.8063 4.3809
H 3.5151 2.6237 2.9434
H 2.6769 2.1182 0.6707
O 0.8327 -2.6406 0.6671
N -0.2401 -2.4259 1.1487
O -0.7688 -2.7914 2.1246
O -1.0701 -1.5571 0.3398

Cartesian forces (eV/Å) of the 2 atoms listed first:
-0.548 -0.158 -0.316
-0.179 -0.088 -0.137

---

Entry 2:
Below is C31H29BrCrN9O4S2 as an isolated structure, with properties calculated with ωB97M-V/def2-TZVPD.

- HOMO energy (spin up / spin down) (Ha) = -0.2752 / -0.2750
- charge = 0
- calculated total energy (a.u.) = -6407.32061
- HOMO-LUMO gap (spin up / spin down) (eV) = 6.58 / 6.89
- 2S+1 = 2
- molecular weight (g/mol) = 787.67

Cartesian coordinates (Å):
Cr 0.1022 0.1310 0.4453
Br -4.1670 -1.2404 6.4967
C -2.7728 -0.8507 5.2852
C -2.7183 -1.5093 4.0685
C -1.7009 -1.2101 3.1726
C -0.7499 -0.2608 3.5053
C -0.8163 0.3986 4.7228
C -1.8278 0.1033 5.6237
N 0.3013 0.0431 2.5518
C 1.4764 0.1982 3.0121
C 2.6332 0.2934 2.1406
C 3.9647 0.7615 2.5580
C 4.8964 0.1502 1.8372
C 4.2540 0.2048 -0.3153
C 3.0805 0.8044 -0.3571
N 2.2048 0.2167 0.6358
H -3.4699 -2.2428 3.8094
H -1.6585 -1.7016 2.2078
H -0.1110 1.1885 4.9593
H -1.8928 0.6292 6.5665
H 1.6560 0.1588 4.0856
H 4.1366 1.4830 3.3456
H 5.9676 0.2925 1.8553
H 5.1275 0.3736 -0.9280
H 2.7098 1.5858 -0.9996
O 2.2296 -3.5483 -3.2256
S 2.5909 -2.1719 -3.0672
O 3.9787 -1.8242 -2.9268
N 1.7259 -1.4944 -1.8537
C 0.9753 -0.5313 -2.2991
O 0.2361 0.2180 -1.5798
C 1.0030 -0.3108 -3.7785
C 0.3082 0.6075 -4.5401
C 0.5114 0.6027 -5.9158
C 1.3947 -0.3028 -6.5016
C 2.0987 -1.2209 -5.7283
C 1.8770 -1.1980 -4.3662
H -0.3714 1.3117 -4.0759
H -0.0225 1.3080 -6.5410
H 1.5364 -0.2905 -7.5753
H 2.7880 -1.9269 -6.1751
C -2.8582 2.7483 -2.1107
N -1.5494 2.4620 -1.5470
C -0.9946 3.1554 -0.5826
N -1.5260 4.3376 -0.2400
S 0.3779 2.6008 0.3171
H -2.9712 2.1737 -3.0273
H -2.9548 3.8028 -2.3731
H -3.6452 2.4535 -1.4126
H -1.1397 1.5382 -1.7102
H -2.3525 4.7006 -0.6775
H -1.1232 4.8321 0.5350
N 0.6138 -3.8594 1.0700
C 1.0603 -2.5870 0.9537
O 0.1638 -1.7626 0.4889
C 2.3529 -2.2481 1.3083
C 2.9108 -0.9057 1.1871
N 4.3352 -0.7331 0.8171
C 3.2162 -3.2618 1.8151
N 3.8998 -4.0835 2.2518
H 1.2897 -4.5956 1.1967
H -0.2146 -4.0824 0.5444
C -2.4514 2.1097 1.9109
C -2.7767 1.0762 0.8655
C -4.0362 0.8073 0.4141
C -3.9285 -0.2284 -0.5608
C -2.6050 -0.5433 -0.6865
C -2.0663 -1.5760 -1.6372
N -1.8598 0.2417 0.2130
H -2.7551 3.1060 1.5773
H -1.3943 2.1695 2.1438
H -2.9912 1.8986 2.8366
H -4.9414 1.2828 0.7712
H -4.7360 -0.7018 -1.1046
H -2.8625 -2.2894 -1.8551
H -1.2176 -2.1250 -1.2369
H -1.7548 -1.1425 -2.5907

Cartesian forces (eV/Å) of the 2 atoms listed first:
-0.492 -0.092 -0.302
-0.066 -0.024 0.050

---

Entry 3:
Below is C31H29BrIrN3O2 as an isolated structure in a non-equilibrium geometry, with properties calculated with ωB97M-V/def2-TZVPD.

- HOMO energy (spin up / spin down) (Ha) = -0.3757 / -0.3740
- charge = +1
- calculated total energy (a.u.) = -4191.56006
- HOMO-LUMO gap (spin up / spin down) (eV) = 7.21 / 5.46
- 2S+1 = 2
- molecular weight (g/mol) = 747.71

Cartesian coordinates (Å):
Ir -0.0055 0.5599 0.2229
O 1.1172 1.6759 -0.9124
C 0.7569 2.8026 -1.5027
C 1.6108 3.2669 -2.5187
C 1.3235 4.4239 -3.2001
C 0.1909 5.1858 -2.8863
C -0.6341 4.7683 -1.8756
C -0.3859 3.5736 -1.1735
C -1.2513 3.2569 -0.0813
N -1.2402 2.1609 0.5888
C -1.9200 2.0385 1.8686
C -0.8169 1.8097 2.9047
N 0.2685 1.0268 2.2962
C 1.3691 0.8680 2.9454
C 2.5170 0.1464 2.5253
C 3.5828 0.0591 3.4556
C 4.7278 -0.6261 3.1745
C 4.8425 -1.2550 1.9223
C 3.8368 -1.1949 0.9963
C 2.6349 -0.4898 1.2566
O 1.7555 -0.4937 0.3016
H 2.4868 2.6756 -2.7456
H 1.9890 4.7560 -3.9860
H -0.0215 6.0948 -3.4304
H -1.5040 5.3538 -1.6032
H -1.9245 4.0457 0.2552
H -2.6160 1.1993 1.8199
H -2.4758 2.9471 2.1054
H -1.2090 1.2981 3.7853
H -0.4173 2.7773 3.2185
H 1.4214 1.2964 3.9491
H 3.4663 0.5542 4.4129
H 5.5314 -0.6838 3.8937
H 5.7486 -1.7961 1.6805
H 3.9296 -1.6707 0.0300
Br -2.8544 1.1303 -1.9600
C -1.4595 0.6107 -3.1456
C -1.5870 1.0339 -4.4362
C -0.8213 0.4333 -5.4538
C -0.0658 -0.6600 -5.1543
C 0.0549 -1.1238 -3.8205
C 0.7086 -2.3494 -3.5554
C 0.7548 -2.8318 -2.2828
C 0.3303 -2.0185 -1.2124
C -0.2142 -0.7777 -1.4096
C -0.5330 -0.3920 -2.7486
H -2.3268 1.7824 -4.6831
H -0.9172 0.7826 -6.4723
H 0.4404 -1.2135 -5.9348
H 1.1289 -2.9057 -4.3833
H 1.2115 -3.7892 -2.0694
H 0.5608 -2.3606 -0.2140
C -2.6915 -3.9472 1.1662
C -2.1446 -3.0321 2.2711
C -0.9851 -3.7059 3.0203
C -3.2554 -2.6102 3.2411
C -1.6113 -1.8261 1.6275
N -1.1998 -0.8852 1.1265
H -3.1084 -4.8402 1.6311
H -1.9019 -4.2489 0.4787
H -3.4781 -3.4533 0.5969
H -1.3695 -4.5880 3.5323
H -0.5505 -3.0388 3.7645
H -0.2021 -4.0230 2.3319
H -3.6674 -3.5057 3.7053
H -4.0611 -2.0939 2.7200
H -2.8693 -1.9639 4.0293

Cartesian forces (eV/Å) of the 2 atoms listed first:
0.874 -0.330 0.759
-0.404 0.036 0.497

---

Please write out number 2 again, unchanged.
Below is C31H29BrCrN9O4S2 as an isolated structure, with properties calculated with ωB97M-V/def2-TZVPD.

- HOMO energy (spin up / spin down) (Ha) = -0.2752 / -0.2750
- charge = 0
- calculated total energy (a.u.) = -6407.32061
- HOMO-LUMO gap (spin up / spin down) (eV) = 6.58 / 6.89
- 2S+1 = 2
- molecular weight (g/mol) = 787.67

Cartesian coordinates (Å):
Cr 0.1022 0.1310 0.4453
Br -4.1670 -1.2404 6.4967
C -2.7728 -0.8507 5.2852
C -2.7183 -1.5093 4.0685
C -1.7009 -1.2101 3.1726
C -0.7499 -0.2608 3.5053
C -0.8163 0.3986 4.7228
C -1.8278 0.1033 5.6237
N 0.3013 0.0431 2.5518
C 1.4764 0.1982 3.0121
C 2.6332 0.2934 2.1406
C 3.9647 0.7615 2.5580
C 4.8964 0.1502 1.8372
C 4.2540 0.2048 -0.3153
C 3.0805 0.8044 -0.3571
N 2.2048 0.2167 0.6358
H -3.4699 -2.2428 3.8094
H -1.6585 -1.7016 2.2078
H -0.1110 1.1885 4.9593
H -1.8928 0.6292 6.5665
H 1.6560 0.1588 4.0856
H 4.1366 1.4830 3.3456
H 5.9676 0.2925 1.8553
H 5.1275 0.3736 -0.9280
H 2.7098 1.5858 -0.9996
O 2.2296 -3.5483 -3.2256
S 2.5909 -2.1719 -3.0672
O 3.9787 -1.8242 -2.9268
N 1.7259 -1.4944 -1.8537
C 0.9753 -0.5313 -2.2991
O 0.2361 0.2180 -1.5798
C 1.0030 -0.3108 -3.7785
C 0.3082 0.6075 -4.5401
C 0.5114 0.6027 -5.9158
C 1.3947 -0.3028 -6.5016
C 2.0987 -1.2209 -5.7283
C 1.8770 -1.1980 -4.3662
H -0.3714 1.3117 -4.0759
H -0.0225 1.3080 -6.5410
H 1.5364 -0.2905 -7.5753
H 2.7880 -1.9269 -6.1751
C -2.8582 2.7483 -2.1107
N -1.5494 2.4620 -1.5470
C -0.9946 3.1554 -0.5826
N -1.5260 4.3376 -0.2400
S 0.3779 2.6008 0.3171
H -2.9712 2.1737 -3.0273
H -2.9548 3.8028 -2.3731
H -3.6452 2.4535 -1.4126
H -1.1397 1.5382 -1.7102
H -2.3525 4.7006 -0.6775
H -1.1232 4.8321 0.5350
N 0.6138 -3.8594 1.0700
C 1.0603 -2.5870 0.9537
O 0.1638 -1.7626 0.4889
C 2.3529 -2.2481 1.3083
C 2.9108 -0.9057 1.1871
N 4.3352 -0.7331 0.8171
C 3.2162 -3.2618 1.8151
N 3.8998 -4.0835 2.2518
H 1.2897 -4.5956 1.1967
H -0.2146 -4.0824 0.5444
C -2.4514 2.1097 1.9109
C -2.7767 1.0762 0.8655
C -4.0362 0.8073 0.4141
C -3.9285 -0.2284 -0.5608
C -2.6050 -0.5433 -0.6865
C -2.0663 -1.5760 -1.6372
N -1.8598 0.2417 0.2130
H -2.7551 3.1060 1.5773
H -1.3943 2.1695 2.1438
H -2.9912 1.8986 2.8366
H -4.9414 1.2828 0.7712
H -4.7360 -0.7018 -1.1046
H -2.8625 -2.2894 -1.8551
H -1.2176 -2.1250 -1.2369
H -1.7548 -1.1425 -2.5907

Cartesian forces (eV/Å) of the 2 atoms listed first:
-0.492 -0.092 -0.302
-0.066 -0.024 0.050

---

> What is the molecular weight in the third record?

747.71 g/mol